DFT (ωB97M-V/def2-TZVPD) results for one molecule with the formula C18H19FN2O4S at a distorted geometry.

Cartesian coordinates (Å):
1 C -3.36 -0.18 2.51
2 C -2.77 0.12 1.16
3 C -3.60 0.32 0.06
4 C -3.07 0.60 -1.19
5 C -1.70 0.68 -1.33
6 S -0.95 1.03 -2.92
7 O -0.01 2.10 -2.77
8 O -1.98 1.16 -3.91
9 N -0.07 -0.39 -3.14
10 C 1.03 -0.25 -4.08
11 C 1.85 -1.55 -4.04
12 O 1.04 -2.66 -4.36
13 C -0.04 -2.78 -3.47
14 C -0.91 -1.52 -3.47
15 C -0.85 0.50 -0.26
16 C -1.38 0.21 1.00
17 C -0.44 -0.05 2.14
18 O -0.54 -1.01 2.87
19 N 0.53 0.90 2.23
20 C 1.60 0.96 3.13
21 C 1.86 -0.01 4.10
22 C 2.95 0.14 4.95
23 C 3.79 1.24 4.85
24 C 3.54 2.21 3.89
25 C 2.46 2.05 3.05
26 F 2.21 3.00 2.11
27 H -3.14 0.63 3.20
28 H -2.92 -1.09 2.92
29 H -4.44 -0.30 2.44
30 H -4.67 0.26 0.19
31 H -3.70 0.76 -2.05
32 H 1.62 0.61 -3.77
33 H 0.65 -0.09 -5.10
34 H 2.64 -1.52 -4.78
35 H 2.28 -1.67 -3.04
36 H -0.61 -3.65 -3.80
37 H 0.33 -2.95 -2.45
38 H -1.70 -1.59 -2.72
39 H -1.37 -1.38 -4.46
40 H 0.21 0.56 -0.43
41 H 0.49 1.67 1.57
42 H 1.21 -0.86 4.18
43 H 3.14 -0.62 5.69
44 H 4.63 1.34 5.51
45 H 4.17 3.07 3.79

E_tot ... -1605.84512 a.u.
Highest occupied orbital energy ... -8.8863 eV
Spin multiplicity ... 1
Kohn-Sham gap ... 9.16 eV
Energy relative to the best compared isomer or geometry (same formula, charge and spin) ... 13.0 kJ/mol
Charge ... 0
Lowest unoccupied orbital energy ... 0.010 hartree
Maximum force ... 1.04 eV Å⁻¹

=====

DFT (ωB97M-V/def2-TZVPD) results for one molecule with the formula C18H19N3O3S2 at a distorted geometry.

Cartesian coordinates (Å):
1 C -4.55 -1.00 1.46
2 N -4.16 -0.16 0.37
3 C -3.56 1.08 0.64
4 C -3.44 2.02 -0.39
5 C -2.85 3.24 -0.15
6 C -2.38 3.57 1.11
7 C -2.51 2.65 2.14
8 C -3.10 1.42 1.91
9 S -3.62 -0.97 -1.02
10 O -3.99 -0.23 -2.19
11 O -4.07 -2.32 -0.91
12 C -1.84 -0.89 -0.81
13 C -1.11 0.07 -1.48
14 C 0.25 0.17 -1.23
15 C 0.86 -0.67 -0.30
16 N 2.23 -0.48 -0.12
17 C 3.11 -1.05 0.72
18 S 2.84 -2.18 1.89
19 N 4.42 -0.60 0.59
20 C 4.93 0.34 -0.27
21 O 4.24 0.94 -1.07
22 C 6.39 0.55 -0.13
23 C 7.16 0.88 -1.39
24 C 6.91 1.95 -0.40
25 C 0.11 -1.64 0.36
26 C -1.25 -1.74 0.09
27 H -5.05 -1.87 1.03
28 H -5.25 -0.46 2.10
29 H -3.70 -1.35 2.06
30 H -3.82 1.77 -1.36
31 H -2.76 3.96 -0.96
32 H -1.92 4.53 1.29
33 H -2.16 2.89 3.13
34 H -3.19 0.72 2.73
35 H -1.60 0.70 -2.20
36 H 0.84 0.92 -1.75
37 H 2.65 0.23 -0.73
38 H 5.05 -1.06 1.24
39 H 6.89 -0.04 0.63
40 H 8.15 0.46 -1.49
41 H 6.59 0.90 -2.31
42 H 7.72 2.30 0.22
43 H 6.17 2.70 -0.64
44 H 0.57 -2.31 1.06
45 H -1.85 -2.50 0.58

E_tot ... -1883.67817 a.u.
Highest occupied orbital energy ... -8.5437 eV
Spin multiplicity ... 1
Kohn-Sham gap ... 8.47 eV
Energy relative to the best compared isomer or geometry (same formula, charge and spin) ... 201.0 kJ/mol
Charge ... 0
Lowest unoccupied orbital energy ... -0.003 hartree
Maximum force ... 1.12 eV Å⁻¹

=====

DFT (ωB97M-V/def2-TZVPD) results for one molecule with the formula C18H19NO2 at a distorted geometry.

Cartesian coordinates (Å):
1 C 2.98 -4.41 10.03
2 C 2.24 -3.46 9.16
3 C 2.95 -2.62 8.29
4 C 2.29 -1.83 7.38
5 C 0.88 -1.84 7.38
6 C 0.22 -0.99 6.47
7 C -1.09 -0.70 6.52
8 C -1.68 0.13 5.52
9 C -1.45 -0.30 3.99
10 N -0.04 -0.16 3.39
11 O 0.38 1.03 3.45
12 O 0.64 -1.11 2.99
13 C -3.14 0.23 5.65
14 C -3.71 1.20 4.87
15 C -5.08 1.43 4.94
16 C -5.90 0.64 5.75
17 C -7.33 0.95 5.82
18 C -5.32 -0.42 6.45
19 C -3.95 -0.64 6.38
20 C 0.16 -2.66 8.26
21 C 0.83 -3.46 9.14
22 H 2.27 -5.00 10.61
23 H 3.62 -5.11 9.48
24 H 3.62 -3.83 10.70
25 H 4.02 -2.62 8.33
26 H 2.77 -1.14 6.71
27 H 0.83 -0.54 5.67
28 H -1.65 -1.13 7.39
29 H -1.11 1.09 5.34
30 H -1.87 -1.31 3.75
31 H -2.03 0.44 3.41
32 H -3.07 1.81 4.25
33 H -5.52 2.25 4.37
34 H -7.81 0.27 6.52
35 H -7.45 1.98 6.15
36 H -7.83 0.86 4.85
37 H -5.98 -1.06 7.05
38 H -3.53 -1.48 6.92
39 H -0.91 -2.65 8.27
40 H 0.30 -4.15 9.79

E_tot ... -902.39813 a.u.
Highest occupied orbital energy ... -8.0283 eV
Spin multiplicity ... 1
Kohn-Sham gap ... 7.86 eV
Energy relative to the best compared isomer or geometry (same formula, charge and spin) ... 487.8 kJ/mol
Charge ... 0
Lowest unoccupied orbital energy ... -0.006 hartree
Maximum force ... 3.17 eV Å⁻¹

=====

DFT (ωB97M-V/def2-TZVPD) results for a 2-piece molecular cluster, C18H20Cl2O2S overall at a distorted geometry.

Cartesian coordinates (Å):
1 C -1.50 -0.28 -2.18
2 C -0.32 0.29 -1.53
3 C 0.99 0.00 -2.01
4 C 1.90 1.06 -2.32
5 C 1.44 2.49 -2.44
6 C 3.22 0.75 -2.64
7 C 3.67 -0.56 -2.77
8 C 5.13 -0.89 -2.97
9 C 2.73 -1.59 -2.67
10 C 1.39 -1.35 -2.33
11 C 0.46 -2.51 -2.35
12 H -2.37 0.34 -1.92
13 H -1.29 -0.26 -3.28
14 H -1.79 -1.33 -1.95
15 H -0.53 1.10 -0.82
16 H 2.31 3.14 -2.63
17 H 0.77 2.63 -3.30
18 H 0.91 2.85 -1.54
19 H 3.92 1.56 -2.83
20 H 5.26 -1.97 -3.00
21 H 5.47 -0.43 -3.90
22 H 5.79 -0.52 -2.17
23 H 3.06 -2.62 -2.88
24 H 1.04 -3.44 -2.42
25 H -0.17 -2.59 -1.46
26 H -0.18 -2.51 -3.25
27 Cl -3.36 0.58 7.85
28 C -3.06 0.53 6.17
29 C -3.13 -0.68 5.48
30 C -2.94 -0.72 4.09
31 C -2.66 0.45 3.39
32 S -2.44 0.35 1.60
33 C -0.75 0.40 1.10
34 Cl -0.01 -1.18 1.00
35 O -2.95 -0.95 1.23
36 O -3.12 1.53 1.12
37 C -2.55 1.66 4.08
38 C -2.74 1.70 5.47
39 H -3.34 -1.60 6.01
40 H -3.01 -1.66 3.56
41 H -0.29 1.02 1.88
42 H -2.32 2.58 3.54
43 H -2.64 2.64 6.01

E_tot ... -2166.78930 a.u.
Highest occupied orbital energy ... -7.3829 eV
Spin multiplicity ... 1
Kohn-Sham gap ... 5.47 eV
Energy relative to the best compared isomer or geometry (same formula, charge and spin) ... 272.9 kJ/mol
Charge ... 0
Lowest unoccupied orbital energy ... -0.070 hartree
Maximum force ... 1.75 eV Å⁻¹

=====

DFT (ωB97M-V/def2-TZVPD) results for C18H20ClF6N2O5PV as an isolated structure at a distorted geometry.

Cartesian coordinates (Å):
1 V 1.00 -0.84 -0.13
2 C 1.46 -1.02 4.92
3 C 0.74 -1.72 3.86
4 C -0.44 -1.14 3.31
5 C -1.22 -1.86 2.43
6 C -0.85 -3.16 2.07
7 C 0.32 -3.73 2.59
8 C 1.14 -3.00 3.42
9 H 1.97 -0.16 4.44
10 H 2.20 -1.63 5.42
11 H 0.78 -0.55 5.64
12 H -0.74 -0.15 3.63
13 H -2.16 -1.45 2.06
14 H -1.45 -3.72 1.36
15 H 0.59 -4.74 2.30
16 H 2.06 -3.42 3.78
17 O 1.74 2.53 1.03
18 Cl 2.36 1.28 1.14
19 O 3.71 1.30 1.40
20 O 2.13 0.62 -0.17
21 O 1.65 0.48 2.09
22 F 2.65 -1.95 0.79
23 P 2.57 -3.05 -0.47
24 F 2.51 -1.70 -1.44
25 F 2.16 -3.92 -1.71
26 F 2.32 -4.18 0.59
27 F 0.74 -2.69 -0.30
28 F 4.10 -3.18 -0.57
29 C -1.72 3.74 -2.57
30 N -1.50 2.93 -1.40
31 N -1.17 1.62 -1.49
32 C -0.89 1.17 -0.23
33 O -0.35 0.01 -0.04
34 C -1.10 2.21 0.66
35 C -1.45 3.32 -0.12
36 C -1.64 4.72 0.30
37 C -1.17 0.82 -2.67
38 C -2.33 0.66 -3.42
39 C -2.33 -0.23 -4.48
40 C -1.20 -0.98 -4.76
41 C -0.03 -0.80 -4.03
42 C 0.00 0.12 -2.99
43 H -1.24 3.28 -3.43
44 H -1.28 4.72 -2.41
45 H -2.79 3.86 -2.78
46 H -0.94 2.18 1.71
47 H -1.93 4.78 1.35
48 H -2.38 5.23 -0.31
49 H -0.69 5.25 0.19
50 H -3.23 1.20 -3.17
51 H -3.23 -0.36 -5.06
52 H -1.22 -1.69 -5.58
53 H 0.86 -1.36 -4.28
54 H 0.94 0.37 -2.50

E_tot ... -3527.62244 a.u.
Highest occupied orbital energy (alpha / beta) ... -14.1014 / -13.9367 eV
Spin multiplicity ... 2
Kohn-Sham gap (alpha / beta) ... 3.72 / 3.76 eV
Energy relative to the best compared isomer or geometry (same formula, charge and spin) ... 380.3 kJ/mol
Charge ... +2
Lowest unoccupied orbital energy (alpha / beta) ... -0.381 / -0.374 hartree
Maximum force ... 4.34 eV Å⁻¹

=====

DFT (ωB97M-V/def2-TZVPD) results for C18H20ClF6N2O5PV as an isolated structure at a distorted geometry.

Cartesian coordinates (Å):
1 V 0.01 -0.60 1.76
2 C 3.44 -3.07 0.21
3 C 2.12 -3.33 0.86
4 C 0.92 -2.82 0.30
5 C -0.30 -3.03 0.93
6 C -0.36 -3.80 2.13
7 C 0.81 -4.34 2.65
8 C 2.02 -4.10 2.02
9 H 3.83 -4.00 -0.22
10 H 4.17 -2.74 0.95
11 H 3.36 -2.33 -0.58
12 H 0.94 -2.33 -0.67
13 H -1.22 -2.74 0.44
14 H -1.32 -4.01 2.59
15 H 0.78 -4.95 3.54
16 H 2.93 -4.53 2.45
17 O 3.41 -1.19 3.45
18 Cl 2.19 -0.58 3.23
19 O 2.05 0.74 3.70
20 O 0.95 -1.40 3.52
21 O 1.93 -0.49 1.64
22 F -1.67 -1.06 2.20
23 P -2.30 1.15 3.39
24 F -2.55 2.46 4.10
25 F -3.46 0.27 3.90
26 F -1.30 0.41 4.35
27 F -0.88 1.57 2.59
28 F -2.97 1.27 1.99
29 C 0.02 3.42 -3.31
30 N 0.20 2.82 -1.99
31 N -0.39 1.64 -1.62
32 C 0.13 1.30 -0.42
33 O -0.28 0.18 0.16
34 C 1.05 2.24 -0.02
35 C 1.07 3.20 -1.04
36 C 1.88 4.44 -1.16
37 C -1.46 1.00 -2.35
38 C -2.52 1.76 -2.82
39 C -3.55 1.12 -3.50
40 C -3.51 -0.25 -3.70
41 C -2.44 -0.99 -3.23
42 C -1.40 -0.37 -2.55
43 H -0.16 2.64 -4.04
44 H 0.94 3.94 -3.56
45 H -0.81 4.13 -3.31
46 H 1.63 2.26 0.88
47 H 2.29 4.70 -0.18
48 H 1.28 5.27 -1.52
49 H 2.71 4.29 -1.85
50 H -2.58 2.82 -2.63
51 H -4.39 1.70 -3.85
52 H -4.31 -0.74 -4.24
53 H -2.39 -2.06 -3.41
54 H -0.55 -0.93 -2.20

E_tot ... -3527.69806 a.u.
Highest occupied orbital energy (alpha / beta) ... -15.1142 / -15.1309 eV
Spin multiplicity ... 2
Kohn-Sham gap (alpha / beta) ... 5.09 / 6.46 eV
Energy relative to the best compared isomer or geometry (same formula, charge and spin) ... 181.7 kJ/mol
Charge ... +2
Lowest unoccupied orbital energy (alpha / beta) ... -0.368 / -0.319 hartree
Maximum force ... 2.55 eV Å⁻¹

=====

DFT (ωB97M-V/def2-TZVPD) results for one molecule with the formula C18H20ClN3O2.

Cartesian coordinates (Å):
1 O 2.26 0.65 1.52
2 C 1.79 1.36 0.65
3 N 0.46 1.50 0.45
4 C -0.52 0.71 1.15
5 C -1.35 -0.13 0.15
6 C -0.48 -0.94 -0.78
7 C 0.74 -1.50 -0.42
8 C 1.46 -2.22 -1.36
9 C 0.93 -2.36 -2.63
10 N -0.23 -1.84 -2.99
11 C -0.91 -1.15 -2.09
12 N -2.33 -1.02 0.77
13 C -1.81 -2.04 1.65
14 C -2.94 -3.04 1.93
15 O -4.05 -2.41 2.51
16 C -4.53 -1.39 1.68
17 C -3.45 -0.35 1.40
18 C 2.64 2.17 -0.27
19 C 2.35 2.28 -1.63
20 C 3.18 3.01 -2.46
21 C 4.31 3.64 -1.95
22 C 4.60 3.51 -0.60
23 Cl 6.01 4.29 0.04
24 C 3.79 2.77 0.24
25 H 0.14 2.12 -0.28
26 H -1.19 1.37 1.71
27 H 0.02 0.09 1.86
28 H -1.93 0.56 -0.46
29 H 1.15 -1.37 0.57
30 H 2.41 -2.66 -1.10
31 H 1.45 -2.92 -3.40
32 H -1.85 -0.74 -2.43
33 H -0.98 -2.56 1.17
34 H -1.47 -1.62 2.62
35 H -2.61 -3.81 2.64
36 H -3.23 -3.52 0.98
37 H -5.38 -0.94 2.20
38 H -4.88 -1.81 0.72
39 H -3.85 0.42 0.72
40 H -3.17 0.13 2.35
41 H 1.49 1.77 -2.04
42 H 2.96 3.09 -3.51
43 H 4.95 4.22 -2.59
44 H 4.02 2.66 1.29

E_tot ... -1472.85990 a.u.
Highest occupied orbital energy ... -8.7277 eV
Spin multiplicity ... 1
Kohn-Sham gap ... 9.28 eV
Energy relative to the best compared isomer or geometry (same formula, charge and spin) ... 35.4 kJ/mol
Charge ... 0
Lowest unoccupied orbital energy ... 0.020 hartree
Maximum force ... 0.56 eV Å⁻¹

=====

DFT (ωB97M-V/def2-TZVPD) results for C18H20ClNO11P2RuS2 as an isolated structure at a distorted geometry.

Cartesian coordinates (Å):
1 Ru -0.25 0.02 -0.20
2 C -2.76 -2.55 2.18
3 C -1.33 -2.56 2.71
4 O -1.17 -3.38 3.86
5 P -0.83 -0.86 3.12
6 O -1.75 -0.55 4.41
7 O 0.61 -0.81 3.75
8 O -1.09 0.13 2.04
9 P -0.24 -3.14 1.33
10 O 1.16 -3.12 2.12
11 O -0.63 -4.48 0.85
12 O -0.23 -2.00 0.33
13 H -3.46 -2.20 2.95
14 H -3.02 -3.56 1.88
15 H -2.84 -1.90 1.31
16 H -1.69 -2.99 4.58
17 H -2.08 0.36 4.34
18 H 1.29 -0.91 3.05
19 H 1.93 -3.06 1.52
20 C 0.72 2.70 1.39
21 C 1.28 2.59 0.01
22 C 2.34 3.47 -0.35
23 C 2.89 3.42 -1.58
24 C 2.41 2.48 -2.52
25 C 2.97 2.34 -3.81
26 C 2.49 1.38 -4.66
27 C 1.43 0.54 -4.25
28 C 0.86 0.67 -3.01
29 S -0.49 -0.27 -2.48
30 C 1.36 1.64 -2.12
31 N 0.81 1.72 -0.86
32 H 0.55 3.75 1.64
33 H 1.43 2.27 2.10
34 H -0.21 2.15 1.49
35 H 2.69 4.17 0.40
36 H 3.70 4.08 -1.86
37 H 3.79 2.99 -4.11
38 H 2.92 1.24 -5.64
39 H 1.05 -0.22 -4.92
40 O 3.40 -1.86 0.94
41 Cl 2.89 -0.59 0.47
42 O 3.95 0.37 0.38
43 O 1.86 -0.09 1.41
44 O 2.22 -0.75 -0.81
45 S -2.20 1.24 -0.02
46 C -2.73 2.25 -1.39
47 C -3.01 3.58 -1.08
48 C -3.53 4.45 -2.04
49 C -3.76 4.00 -3.33
50 C -3.49 2.67 -3.65
51 C -2.98 1.80 -2.69
52 H -2.83 3.93 -0.07
53 H -3.74 5.48 -1.78
54 H -4.14 4.67 -4.09
55 H -3.69 2.30 -4.65
56 H -2.78 0.78 -2.94

E_tot ... -3614.60276 a.u.
Highest occupied orbital energy (alpha / beta) ... -4.7133 / -4.6023 eV
Spin multiplicity ... 2
Kohn-Sham gap (alpha / beta) ... 7.06 / 6.45 eV
Energy relative to the best compared isomer or geometry (same formula, charge and spin) ... 125.1 kJ/mol
Charge ... -1
Lowest unoccupied orbital energy (alpha / beta) ... 0.086 / 0.068 hartree
Maximum force ... 1.75 eV Å⁻¹

=====

DFT (ωB97M-V/def2-TZVPD) results for one molecule with the formula C18H20ClNO2.

Cartesian coordinates (Å):
1 O -0.93 -2.22 1.05
2 C -0.34 -1.39 0.08
3 C -0.78 0.04 0.36
4 N -2.18 0.19 0.03
5 C -2.76 1.49 0.31
6 C -4.13 1.57 -0.38
7 C -5.11 1.26 0.71
8 C -6.44 0.93 0.61
9 C -7.16 0.69 1.78
10 C -6.55 0.78 3.01
11 C -5.21 1.12 3.11
12 C -4.49 1.36 1.96
13 C -3.05 1.74 1.81
14 C 1.20 -1.51 0.12
15 O 1.72 -0.80 -0.98
16 C 3.06 -0.73 -1.14
17 C 3.50 0.01 -2.24
18 C 4.85 0.14 -2.51
19 C 5.77 -0.46 -1.67
20 Cl 7.47 -0.30 -2.00
21 C 5.36 -1.20 -0.58
22 C 4.00 -1.33 -0.31
23 H -0.77 -3.15 0.82
24 H -0.68 -1.66 -0.93
25 H -0.55 0.26 1.42
26 H -0.20 0.72 -0.27
27 H -2.72 -0.53 0.51
28 H -2.06 2.23 -0.10
29 H -4.31 2.57 -0.78
30 H -4.19 0.86 -1.21
31 H -6.92 0.85 -0.35
32 H -8.21 0.42 1.71
33 H -7.12 0.59 3.91
34 H -4.73 1.19 4.08
35 H -2.91 2.79 2.06
36 H -2.40 1.15 2.45
37 H 1.48 -2.57 0.06
38 H 1.57 -1.10 1.07
39 H 2.76 0.47 -2.88
40 H 5.18 0.71 -3.36
41 H 6.08 -1.67 0.07
42 H 3.70 -1.91 0.55

E_tot ... -1363.33096 a.u.
Highest occupied orbital energy ... -8.5743 eV
Spin multiplicity ... 1
Kohn-Sham gap ... 9.17 eV
Energy relative to the best compared isomer or geometry (same formula, charge and spin) ... 87.0 kJ/mol
Charge ... 0
Lowest unoccupied orbital energy ... 0.022 hartree
Maximum force ... 0.84 eV Å⁻¹

=====

DFT (ωB97M-V/def2-TZVPD) results for one molecule with the formula C18H20ClNO3 at a distorted geometry.

Cartesian coordinates (Å):
1 C -0.85 -0.84 2.67
2 C 0.11 -0.07 1.72
3 O 0.34 1.08 2.07
4 N 0.03 -0.40 0.34
5 C 0.29 -1.78 -0.14
6 C -0.92 -2.75 0.03
7 C -0.55 -4.23 0.19
8 C 0.66 -4.49 -0.68
9 C 1.90 -3.73 -0.12
10 C 1.56 -2.34 0.42
11 C 0.19 0.68 -0.66
12 C -1.16 1.46 -0.68
13 O -2.22 0.90 -0.98
14 C -1.08 2.98 -0.65
15 C -2.13 3.74 -1.04
16 C -2.09 5.16 -1.09
17 C -0.98 5.80 -0.54
18 C 0.15 4.94 -0.20
19 C 0.07 3.62 -0.36
20 C 1.34 2.86 -0.12
21 O 2.44 3.39 0.06
22 C 1.50 1.42 -0.70
23 Cl 2.27 1.09 -2.34
24 H -0.53 -1.90 2.69
25 H -0.98 -0.43 3.70
26 H -1.87 -0.79 2.24
27 H 0.49 -1.73 -1.19
28 H -1.50 -2.45 0.90
29 H -1.60 -2.70 -0.89
30 H -0.35 -4.46 1.22
31 H -1.34 -5.00 -0.11
32 H 0.84 -5.61 -0.79
33 H 0.51 -4.09 -1.73
34 H 2.43 -4.25 0.65
35 H 2.69 -3.54 -0.97
36 H 2.30 -1.66 0.32
37 H 1.38 -2.52 1.57
38 H 0.14 0.25 -1.64
39 H -2.96 3.36 -1.46
40 H -2.91 5.77 -1.56
41 H -0.92 6.86 -0.44
42 H 1.06 5.43 0.30
43 H 2.25 0.96 -0.03

E_tot ... -1438.48933 a.u.
Highest occupied orbital energy ... -9.5072 eV
Spin multiplicity ... 1
Kohn-Sham gap ... 9.07 eV
Energy relative to the best compared isomer or geometry (same formula, charge and spin) ... 330.1 kJ/mol
Charge ... 0
Lowest unoccupied orbital energy ... -0.016 hartree
Maximum force ... 5.53 eV Å⁻¹